Entry 1:
Here is the molecule C3H5BrFN in a non-equilibrium geometry from OMol25. Energies are from ωB97M-V/def2-TZVPD.

Values from the calculation:
E: -77436.6127 eV
molecular weight: 153.982 g/mol
orbital gap (spin up / spin down): 7.87 / 7.87 eV

ORCA input file:
```
! wB97M-V def2-TZVPD RIJCOSX def2/J DEFGRID3
* xyz 0 1
C 0.515 0.882 0.455
C 1.033 0.273 -0.713
C 0.617 -0.979 -1.040
N -2.276 0.102 -1.031
F 1.134 -1.650 -2.063
Br -1.783 1.124 0.235
H 0.685 1.946 0.429
H 0.337 0.491 1.464
H 1.813 0.943 -1.003
H -0.177 -1.464 -0.442
H -2.611 -0.888 -0.750
*
```

=====

Entry 2:
Here is a 4-piece molecular cluster, C30H41FN3O7P overall from OMol25. Energies are from ωB97M-V/def2-TZVPD.

Values from the calculation:
E: -62574.8689 eV
molecular weight: 605.644 g/mol
SMILES: CC[C@@H](F)PCCCCCCCCOC.O=[N+]([O-])c1ccccc1.O=[N+]([O-])c1ccccc1.O=[N+]([O-])c1ccccc1
orbital gap: 7.83 eV

ORCA input file:
```
! wB97M-V def2-TZVPD RIJCOSX def2/J DEFGRID3
* xyz 0 1
C -1.068 -4.623 -2.242
C -0.236 -4.237 -1.024
C 0.976 -5.104 -0.699
F 0.534 -6.155 0.117
P 1.966 -5.899 -2.054
C 3.448 -4.816 -2.242
C 3.285 -3.434 -2.926
C 3.837 -2.279 -2.085
C 2.948 -1.947 -0.861
C 2.459 -0.497 -0.825
C 1.216 -0.255 -1.694
C 1.512 0.319 -3.076
C 0.204 0.665 -3.805
O 0.292 0.469 -5.203
C -0.356 -0.706 -5.640
H -1.322 -5.681 -2.237
H -1.975 -4.020 -2.259
H -0.541 -4.408 -3.172
H -0.884 -4.313 -0.147
H 0.048 -3.187 -1.086
H 1.669 -4.518 -0.093
H 1.299 -5.541 -3.241
H 3.953 -4.736 -1.281
H 4.096 -5.425 -2.873
H 3.833 -3.455 -3.870
H 2.235 -3.258 -3.169
H 4.816 -2.594 -1.724
H 3.932 -1.386 -2.698
H 2.065 -2.584 -0.913
H 3.450 -2.210 0.070
H 3.250 0.194 -1.118
H 2.203 -0.248 0.207
H 0.648 -1.176 -1.844
H 0.546 0.442 -1.185
H 2.053 -0.393 -3.700
H 2.109 1.228 -3.008
H -0.065 1.706 -3.618
H -0.598 0.047 -3.385
H -1.415 -0.688 -5.370
H -0.284 -0.736 -6.723
H 0.128 -1.590 -5.215
O 0.915 4.381 0.550
N 1.415 4.065 -0.512
O 1.604 2.919 -0.858
C 1.794 5.138 -1.442
C 1.608 6.452 -1.056
C 1.976 7.458 -1.934
C 2.516 7.138 -3.173
C 2.688 5.810 -3.542
C 2.326 4.796 -2.671
H 1.187 6.686 -0.090
H 1.841 8.492 -1.650
H 2.804 7.927 -3.855
H 3.106 5.563 -4.508
H 2.456 3.760 -2.945
O -5.756 0.993 2.831
N -4.665 1.484 3.024
O -4.150 1.601 4.118
C -3.911 1.969 1.858
C -4.489 1.874 0.606
C -3.780 2.341 -0.488
C -2.515 2.888 -0.314
C -1.948 2.970 0.951
C -2.652 2.506 2.052
H -5.473 1.446 0.487
H -4.216 2.278 -1.475
H -1.965 3.253 -1.173
H -0.958 3.391 1.073
H -2.226 2.562 3.042
O 0.001 -0.864 9.487
N -0.592 -0.204 8.659
O -0.231 0.882 8.257
C -1.836 -0.762 8.102
C -2.283 -1.985 8.563
C -3.460 -2.500 8.044
C -4.164 -1.792 7.078
C -3.694 -0.566 6.625
C -2.520 -0.042 7.140
H -1.725 -2.525 9.313
H -3.827 -3.455 8.394
H -5.084 -2.196 6.677
H -4.240 -0.015 5.873
H -2.145 0.910 6.797
*
```

=====

Entry 3:
Here is C13H23BFeN6Si as an isolated structure in a non-equilibrium geometry from OMol25. Energies are from ωB97M-V/def2-TZVPD.

Values from the calculation:
E: -65734.6985 eV
molecular weight: 358.112 g/mol
orbital gap (spin up / spin down): 6.17 / 9.05 eV

ORCA input file:
```
! wB97M-V def2-TZVPD RIJCOSX def2/J DEFGRID3
* xyz 0 5
H 0.264 3.244 0.787
N -0.180 1.594 -0.551
B -0.530 0.236 -2.691
N -0.158 1.535 -1.937
C 0.195 2.724 -2.454
Fe -0.630 -0.249 0.614
H 0.260 2.875 -3.519
C 0.421 3.610 -1.389
H 0.730 4.623 -1.449
C 0.162 2.864 -0.229
H -0.468 0.371 -3.883
C -1.142 -1.691 1.639
H -1.197 -1.605 2.727
H -0.511 -2.539 1.357
H -2.143 -1.968 1.284
N -1.951 -0.161 -2.228
N 0.439 -0.857 -2.184
N -2.227 -0.341 -0.877
N 0.529 -1.163 -0.829
C -3.059 -0.345 -2.963
C 1.291 -1.616 -2.884
H -3.039 -0.240 -4.035
H 1.367 -1.526 -3.957
C -4.114 -0.667 -2.087
C 1.970 -2.458 -1.987
C -3.540 -0.651 -0.800
C 1.452 -2.150 -0.723
H -5.117 -0.878 -2.348
H 2.719 -3.178 -2.204
H -4.073 -0.866 0.126
H 1.754 -2.599 0.222
H -1.443 0.569 1.732
C 0.450 -0.091 4.178
Si 0.919 0.122 2.327
C 1.918 1.771 2.310
C 2.546 -0.910 2.136
H -0.368 0.584 4.461
H 1.272 0.127 4.882
H 0.103 -1.107 4.407
H 2.796 1.757 2.983
H 2.332 1.931 1.307
H 1.302 2.656 2.532
H 3.334 -0.615 2.853
H 2.389 -1.998 2.201
H 2.976 -0.722 1.143
*
```

=====

Entry 4:
Here is a 2-piece molecular cluster, C6H6N2O2 overall in a non-equilibrium geometry from OMol25. Energies are from ωB97M-V/def2-TZVPD.

Values from the calculation:
E: -13392.1348 eV
molecular weight: 138.126 g/mol
SMILES: O=c1cc[nH]c(=O)[nH]1.C#C
orbital gap: 9.98 eV

ORCA input file:
```
! wB97M-V def2-TZVPD RIJCOSX def2/J DEFGRID3
* xyz 0 1
O -0.063 0.740 -1.792
C -0.439 0.669 -0.624
C -1.511 1.379 0.039
C -1.793 1.042 1.318
N -1.193 -0.049 1.949
C -0.160 -0.731 1.423
O 0.526 -1.484 2.090
N 0.064 -0.404 0.162
H -2.112 2.288 -0.325
H -2.378 1.730 2.027
H -1.397 -0.090 3.015
H 0.823 -0.945 -0.310
C 2.303 -0.924 -1.965
C 2.353 -0.218 -2.957
H 2.302 -1.433 -1.044
H 2.444 0.269 -3.925
*
```

=====

Entry 5:
Here is a 2-piece molecular cluster, C4H9NOS overall in a non-equilibrium geometry from OMol25. Energies are from ωB97M-V/def2-TZVPD.

Values from the calculation:
E: -18663.8409 eV
molecular weight: 119.189 g/mol
SMILES: O=C1CC1.CSN
orbital gap: 9.20 eV

ORCA input file:
```
! wB97M-V def2-TZVPD RIJCOSX def2/J DEFGRID3
* xyz 0 1
O 2.011 0.487 -0.302
C 1.180 -0.123 -0.938
C 0.350 -0.108 -2.102
C 0.581 -1.383 -1.369
H -0.600 0.340 -1.814
H 0.700 -0.099 -3.153
H 1.386 -1.999 -1.807
H -0.016 -2.054 -0.771
C -1.452 -0.317 1.718
S -1.179 1.161 0.695
N 0.167 1.715 1.393
H -2.211 -0.991 1.278
H -0.443 -0.673 1.723
H -1.782 -0.128 2.755
H 1.069 1.433 1.014
H 0.240 2.739 1.679
*
```

=====

Entry 6:
Here is a 2-piece molecular cluster, C8H4NO5S overall in a non-equilibrium geometry from OMol25. Energies are from ωB97M-V/def2-TZVPD.

Values from the calculation:
E: -30924.4119 eV
molecular weight: 226.189 g/mol
orbital gap: 6.54 eV

ORCA input file:
```
! wB97M-V def2-TZVPD RIJCOSX def2/J DEFGRID3
* xyz -1 1
C -1.995 1.916 0.710
C -0.684 2.043 1.165
C -2.360 0.829 -0.066
C 0.291 1.106 0.874
C -1.400 -0.120 -0.368
C -0.067 0.004 0.104
C -1.456 -1.355 -1.134
C 0.012 -1.917 -0.998
N 0.713 -1.044 -0.270
O 3.352 -0.353 -1.327
O -2.373 -1.859 -1.745
O 0.395 -2.974 -1.466
O 3.204 -0.397 1.142
O 4.264 -2.249 -0.054
S 3.329 -1.112 -0.105
H -2.731 2.667 0.965
H -0.427 2.905 1.768
H -3.372 0.710 -0.429
H 1.303 1.199 1.233
*
```

=====

Entry 7:
Here is C11H16CrO5P as an isolated structure in a non-equilibrium geometry from OMol25. Energies are from ωB97M-V/def2-TZVPD.

Values from the calculation:
E: -59592.6850 eV
molecular weight: 311.214 g/mol
orbital gap (spin up / spin down): 7.32 / 7.02 eV

ORCA input file:
```
! wB97M-V def2-TZVPD RIJCOSX def2/J DEFGRID3
* xyz 2 4
O 4.667 -0.753 -3.246
C 3.668 -0.186 -3.234
Cr -0.721 1.175 -1.239
C -2.428 1.664 -0.398
O -3.481 1.953 0.053
C -2.859 3.219 -3.445
O -2.708 3.902 -4.343
C -1.563 0.126 -2.551
O -2.205 -0.707 -3.056
C 0.013 2.963 -1.207
O 0.320 4.052 -0.932
H 0.700 0.471 -1.260
C 1.585 1.376 1.708
C 1.576 0.083 0.919
P -0.078 -0.307 0.252
C 0.056 -1.907 -0.626
C 0.637 -2.983 0.267
C -1.375 -0.289 1.543
C -0.837 -1.060 2.710
H 1.452 2.265 1.057
H 2.565 1.465 2.192
H 0.814 1.418 2.488
H 2.207 0.200 0.023
H 1.955 -0.771 1.485
H -0.927 -2.170 -1.059
H 0.716 -1.704 -1.497
H -0.122 -3.330 0.977
H 0.928 -3.820 -0.375
H 1.525 -2.623 0.801
H -1.629 0.750 1.813
H -2.303 -0.713 1.141
H 0.147 -0.703 2.999
H -1.506 -0.927 3.558
H -0.789 -2.125 2.479
*
```

=====

Entry 8:
Here is the molecule C6H12O in a non-equilibrium geometry from OMol25. Energies are from ωB97M-V/def2-TZVPD.

Values from the calculation:
E: -8462.7636 eV
molecular weight: 100.161 g/mol
SMILES: C=C[C@H](O)C(C)C
orbital gap: 10.77 eV

ORCA input file:
```
! wB97M-V def2-TZVPD RIJCOSX def2/J DEFGRID3
* xyz 0 1
C 2.229 0.994 -0.196
C 1.705 0.218 0.759
C 0.478 -0.616 0.460
O 1.176 -1.553 -0.376
C -0.714 0.019 -0.266
C -1.699 -1.071 -0.698
C -1.389 1.087 0.595
H 1.606 1.420 -0.980
H 3.288 1.220 -0.240
H 2.325 -0.190 1.557
H 0.098 -1.140 1.352
H 1.788 -0.914 -0.818
H -0.330 0.493 -1.180
H -2.507 -0.653 -1.310
H -1.185 -1.842 -1.280
H -2.161 -1.553 0.174
H -1.817 0.647 1.506
H -2.209 1.566 0.049
H -0.682 1.869 0.894
*
```

=====

- Among the records above, which one has the lowest E?
  C3H5BrFN